Run i
2 unconnected molecules or ions with the total composition C4H4NO2S. Source: OMol25; level of theory: ωB97M-V/def2-TZVPD.

Charge ... -1
LUMO level ... 0.1380 Ha
Multiplicity ... 1

Each line ends with the natural charge from an NBO analysis.
Cartesian coordinates (Å):
C: -0.053 0.842 -1.210  -0.53
C: -0.982 0.411 -0.268  0.03
C: -0.115 -0.410 2.603  1.06
C: 0.927 -0.184 -1.432  -0.54
N: -0.882 -0.776 0.315  -0.86
O: -0.445 -1.460 2.944  -0.56
O: 0.269 0.673 2.475  -0.56
S: 0.475 -1.568 -0.257  0.26
H: -0.059 1.945 -1.516  0.19
H: -1.860 1.062 0.141  0.16
H: 0.758 -0.686 -2.350  0.17
H: 1.969 0.150 -1.445  0.18

Run ii
2 unconnected molecules or ions with the total composition C4H4NO2S. Source: OMol25; level of theory: ωB97M-V/def2-TZVPD.

Charge ... -1
LUMO level ... 0.1132 Ha
Multiplicity ... 1

Each line ends with the natural charge from an NBO analysis.
Cartesian coordinates (Å):
C: -0.235 -0.009 0.168  -0.20
C: 2.518 -0.785 -0.854  0.46
C: -0.824 0.924 -0.661  0.50
C: -0.899 -0.748 1.341  -0.67
N: -1.332 1.336 -1.741  -0.82
O: 2.096 -0.626 -1.928  -0.46
O: -0.019 1.440 0.338  -0.61
S: 3.341 -1.125 0.408  -0.08
H: -1.503 0.100 1.938  0.16
H: -0.179 -1.391 1.868  0.19
H: -1.549 -1.478 0.927  0.19
H: -1.415 2.361 -1.802  0.32

What is the stability order? It is run i, run ii, from most stable to least stable.